ORCA calculation (the ωB97M-V functional and the def2-TZVPD basis) on a structure of composition C4H9N2.

Its relative energy (zero: lowest compared OMol25 entry of this formula, charge and spin) is 549.0 kJ/mol. Its electronic energy is -266.890180 hartree. As for the HOMO energy (spin up / spin down): -12.04 / -14.20 eV. Its total charge is +1.

```
15
Properties=species:S:1:pos:R:3:forces:R:3
C 0.32986 0.68869 1.36465 -0.082 -0.650 -0.295
C 0.61177 -0.91912 0.35169 -0.161 0.545 0.325
C -2.93054 -0.68183 -1.30897 0.173 -0.128 -0.024
C 2.27020 0.96968 -0.30906 0.780 0.298 -0.492
N 1.19682 0.32017 0.37773 -0.292 -0.159 0.223
N -0.28189 -0.54367 1.32688 0.020 0.012 0.130
H 0.16681 1.58942 1.91308 -0.048 0.306 0.207
H 0.79395 -1.81381 -0.19893 0.023 -0.341 -0.201
H -2.83321 -0.07812 -0.42783 -0.062 0.152 0.169
H -3.50531 -1.58771 -1.28732 -0.123 -0.127 0.048
H -2.49913 -0.35469 -2.23488 0.060 0.108 -0.177
H 2.18928 0.79985 -1.38262 -0.078 0.060 0.079
H 2.21424 2.03859 -0.11025 -0.018 -0.070 -0.040
H 3.23632 0.59396 0.03175 -0.104 0.031 0.042
H -0.95915 -1.02142 1.89409 -0.089 -0.035 0.005
```
Forces are in eV/Å.


ORCA calculation (the ωB97M-V functional and the def2-TZVPD basis) on an isolated molecule of C3H3Cl2F in a non-equilibrium geometry.

Its relative energy (zero: lowest compared OMol25 entry of this formula, charge and spin) is 90.5 kJ/mol. Its electronic energy is -1136.302914 hartree. As for the HOMO energy: -10.25 eV. As for the SMILES: C=C(Cl)[C@@H](F)Cl.

```
9
Properties=species:S:1:pos:R:3:forces:R:3
C -0.89341 1.12601 0.02908 -1.668 4.196 -1.486
C -0.54386 -0.09785 -0.07526 4.081 -1.971 -0.034
Cl -1.26867 -1.30576 -0.96130 -1.967 -0.783 -1.292
C 0.82653 -0.63428 0.35886 -1.540 -1.028 -1.953
F 0.55392 -1.94053 0.70189 1.752 0.637 0.260
Cl 2.21123 -0.46079 -0.91254 -1.619 -0.495 1.011
H -1.78560 1.34869 -0.61557 0.598 0.244 1.174
H -0.28271 2.02935 0.34488 -0.744 -1.703 0.056
H 1.18257 -0.06483 1.12995 1.106 0.903 2.263
```
Forces are in eV/Å.


ORCA calculation (the ωB97M-V functional and the def2-TZVPD basis) on a cluster of 2 separate species, C33H25FNO6S2 in total in a non-equilibrium geometry.

Its relative energy (zero: lowest compared OMol25 entry of this formula, charge and spin) is 0.0 kJ/mol. Its electronic energy is -2674.959919 hartree. As for the HOMO energy: -5.53 eV. Its total charge is -1.

```
68
Properties=species:S:1:pos:R:3:forces:R:3
C 1.45351 -4.46311 -1.98072 0.664 -0.180 0.687
C 0.62346 -4.28483 -0.86077 -0.280 0.238 -0.281
C 0.03415 -3.04063 -0.65734 0.377 -0.196 0.208
C 0.39139 -1.94349 -1.45514 -0.435 -0.322 -0.616
C 0.04757 -0.59703 -0.85393 -1.216 -0.512 0.409
C -1.50830 -0.39625 -0.61302 -0.411 0.626 1.019
C -2.45848 -0.41099 -1.76072 -0.724 -0.232 -0.569
C -2.09096 -0.22742 -3.10305 -0.127 -0.106 0.093
C -3.07640 -0.02115 -4.08027 0.245 -0.051 0.085
C -4.43287 -0.04281 -3.74486 0.457 0.004 0.018
C -4.80099 -0.31717 -2.42631 0.073 -0.200 -0.217
C -3.83078 -0.53122 -1.45730 0.205 0.300 -0.025
O -1.93283 -0.19512 0.51991 1.098 -0.766 -1.849
C 0.74012 0.61956 -1.48761 0.105 1.226 -0.415
C 2.24116 0.66348 -1.47419 1.076 0.373 0.259
C 3.00373 -0.16576 -0.64036 -0.018 -0.410 -0.382
C 4.39036 -0.26866 -0.74674 -0.044 0.000 -0.266
C 5.06924 0.50633 -1.68702 -0.316 -0.012 0.127
C 4.34950 1.43633 -2.44398 -0.062 -0.223 -0.010
C 2.95971 1.53992 -2.31719 -0.230 -0.291 -0.219
O 0.07860 1.49254 -2.02889 0.569 -0.939 0.372
C 1.19923 -2.11543 -2.56861 0.140 -0.568 -0.030
C 1.76634 -3.37804 -2.80071 -0.170 -0.207 -0.232
H 1.97287 -5.43148 -2.10750 -0.387 0.676 -0.080
H 0.46717 -5.06253 -0.09804 -0.010 0.201 -0.705
H -0.61450 -2.88208 0.20952 0.319 -0.022 -0.265
H -1.03537 -0.25364 -3.39295 -0.511 0.238 0.105
H -2.76260 0.17701 -5.11075 -0.170 -0.136 0.386
H -5.18064 0.13442 -4.52065 0.169 -0.037 0.297
H -5.85209 -0.37267 -2.15504 0.150 -0.005 -0.030
H -4.14029 -0.75030 -0.43768 0.223 0.195 -0.134
H 2.47882 -0.80449 0.04566 0.190 -0.050 0.096
H 4.92745 -1.01639 -0.15194 -0.239 0.426 -0.117
H 6.14424 0.37636 -1.83897 -0.356 0.130 0.083
H 4.89402 2.02284 -3.18796 -0.338 0.034 0.297
H 2.41608 2.26032 -2.92856 0.061 -0.213 0.147
H 1.42008 -1.28710 -3.24122 0.153 -0.128 0.296
H 2.50706 -3.51055 -3.59904 -0.489 0.080 0.210
C 1.97638 -2.47023 4.73978 -0.131 0.244 -0.097
C 1.24703 -1.47895 5.41133 0.123 -0.071 -0.230
C 1.10179 -0.20041 4.85086 0.148 -0.648 0.169
C 1.71849 0.09726 3.64478 -0.113 0.118 0.524
S 1.66419 1.80366 3.01568 0.020 0.144 0.987
N 0.22122 2.44370 3.46587 -0.243 -0.002 -1.773
F 0.52452 -0.78725 0.41349 0.263 0.827 1.226
S -0.57454 3.41536 2.35595 1.766 -1.198 -0.532
C -2.05136 2.76429 1.48402 -0.517 -0.276 -0.116
C -2.06466 2.77114 0.07981 0.030 0.270 -0.016
C -3.27700 2.69997 -0.62409 0.101 -0.120 0.280
C -4.48107 2.55554 0.07576 0.404 0.022 -0.390
C -4.45378 2.45752 1.46768 -0.123 -0.100 -0.322
C -3.25620 2.55377 2.16630 0.514 0.045 -0.367
O -1.14801 4.47845 3.12287 -0.345 0.423 0.454
O 0.27658 3.72253 1.21633 -0.307 0.263 0.787
O 2.73197 2.49509 3.74089 -0.871 -0.615 -0.616
O 1.84761 1.53771 1.61720 0.220 0.398 -0.950
C 2.47780 -0.87936 2.97931 -0.221 0.043 0.254
C 2.57483 -2.17000 3.50768 -0.135 0.251 0.321
H 2.07846 -3.47569 5.16789 -0.076 0.463 -0.162
H 0.79487 -1.70760 6.37882 0.069 0.088 -0.293
H 0.52081 0.57066 5.34423 0.034 -0.070 0.004
H -1.13241 2.86669 -0.48471 -0.349 0.126 0.430
H -3.26311 2.76040 -1.72508 -0.026 -0.105 0.638
H -5.42051 2.49669 -0.48956 0.337 0.050 0.383
H -5.39508 2.32193 1.98940 0.119 -0.025 0.136
H -3.22783 2.47235 3.23971 -0.116 0.158 0.231
H 3.00025 -0.63097 2.06121 -0.204 0.083 0.137
H 3.12997 -2.94302 2.97056 -0.110 0.277 0.150
```
Forces are in eV/Å.


Look up the relative energy (zero: lowest compared OMol25 entry of this formula, charge and spin) of the third one.
0.0 kJ/mol